Formula: C3H6O3S2
Source: OMol25
Level of theory: ωB97M-V with the def2-TZVPD basis set

```
! RIJCOSX wB97M-V def2-TZVPD def2/J DEFGRID3
* xyz 0 3
C 1.10 -0.34 -1.46
C 1.44 -0.59 -0.03
C -1.35 0.43 1.21
O 0.11 0.55 -1.82
O -0.95 1.52 0.87
O 1.33 -0.06 1.05
S -1.82 -0.87 0.19
S -1.70 0.04 2.95
H 1.99 -0.08 -1.96
H 0.84 -1.31 -1.99
H 1.79 -1.60 -0.02
H 0.33 1.40 -1.44
H -1.69 -0.32 -0.92
H -1.42 1.24 3.36
*
```

HOMO (alpha / beta) (eV): -6.232 / -9.809
Electronic energy (a.u.): -1139.8150
<S²>: 2.0065
Lowest unoccupied orbital energy (alpha / beta) (eV): 0.54 / -2.39